Density functional theory data (ωB97M-V/def2-TZVPD) for 3 unconnected molecules or ions with the total composition C25H36N4O2.

CARTESIAN COORDINATES (ANGSTROEM)
C (4.8908, 0.4430, 1.9629)
C (4.7931, -0.5709, 1.0312)
C (3.6450, -0.6478, 0.2640)
C (2.6290, 0.2728, 0.4106)
C (1.3890, 0.0793, -0.4513)
C (0.0741, -0.0702, 0.3467)
C (0.1158, -1.0811, 1.5273)
C (0.8499, -2.3385, 1.0788)
N (0.4269, -2.8830, -0.0608)
N (1.0917, -3.9467, -0.4751)
C (2.1001, -4.3397, 0.3033)
C (2.8888, -5.5171, -0.1934)
C (4.2627, -5.3912, -0.1712)
C (5.0506, -6.4187, -0.6504)
C (4.4524, -7.5628, -1.1392)
C (3.0794, -7.6770, -1.1520)
C (2.2815, -6.6590, -0.6804)
N (2.4979, -3.8227, 1.4664)
N (1.8343, -2.7593, 1.8777)
C (2.7397, 1.3022, 1.3289)
C (3.8886, 1.3694, 2.0917)
H (5.7796, 0.4899, 2.5883)
H (5.5592, -1.3290, 0.8867)
H (3.5600, -1.4529, -0.4660)
H (1.2951, 0.9715, -1.0911)
H (1.5090, -0.7583, -1.1479)
H (-0.7095, -0.3929, -0.3507)
H (-0.2232, 0.9109, 0.7391)
H (-0.9111, -1.3448, 1.8036)
H (0.6397, -0.6276, 2.3733)
H (4.7163, -4.4723, 0.1925)
H (6.1312, -6.3012, -0.6588)
H (5.0694, -8.3687, -1.5293)
H (2.6289, -8.5759, -1.5675)
H (1.1955, -6.7059, -0.7039)
H (1.9252, 2.0147, 1.4376)
H (3.9762, 2.1693, 2.8245)
C (-4.4214, 1.5827, 0.0809)
C (-4.0971, 0.3442, 0.8980)
O (-3.1555, 0.5814, 1.9295)
C (-3.5448, 1.4984, 2.9355)
C (-4.7657, 1.0542, 3.7236)
H (-3.5059, 2.0685, -0.2608)
H (-5.0276, 1.3192, -0.7867)
H (-4.9809, 2.3145, 0.6666)
H (-3.6428, -0.4025, 0.2445)
H (-5.0077, -0.1095, 1.3050)
H (-3.6967, 2.4955, 2.5077)
H (-2.6935, 1.5759, 3.6136)
H (-5.6685, 1.0735, 3.1104)
H (-4.9285, 1.7153, 4.5756)
H (-4.6372, 0.0333, 4.0868)
C (-3.3023, 6.5063, -3.1566)
C (-2.7134, 5.7913, -1.9519)
O (-2.8786, 4.3855, -1.9909)
C (-2.2489, 3.7124, -3.0659)
C (-0.7355, 3.8512, -3.0674)
H (-4.3332, 6.1910, -3.3239)
H (-3.2817, 7.5860, -3.0040)
H (-2.7399, 6.2890, -4.0667)
H (-3.2312, 6.1269, -1.0524)
H (-1.6570, 6.0505, -1.8205)
H (-2.6727, 4.0364, -4.0229)
H (-2.5083, 2.6589, -2.9504)
H (-0.4255, 4.8727, -3.2957)
H (-0.2949, 3.1947, -3.8187)
H (-0.3261, 3.5948, -2.0886)

Maximum force = 1.99 eV/Å
LUMO = -0.57 eV
E = -36561.742 eV
Spin multiplicity = 1
Structure (SMILES) = c1ccc(CCCc2nnc(-c3ccccc3)nn2)cc1.CCOCC.CCOCC
Gap between HOMO and LUMO = 8.5 eV
Relative energy (zero: lowest compared OMol25 entry of this formula, charge and spin) = 5.5749 eV


Density functional theory data (ωB97M-V/def2-TZVPD) for C25H36N4O2 in the gas phase.

CARTESIAN COORDINATES (ANGSTROEM)
C (1.4291, -2.0819, -6.0611)
C (2.3852, -0.8877, -6.0924)
C (2.8937, -0.5845, -4.7121)
C (4.0037, -1.2691, -4.2068)
C (4.4651, -1.0396, -2.9308)
C (3.8210, -0.1079, -2.1156)
N (4.2502, 0.1458, -0.8407)
C (3.6833, 1.0412, 0.0397)
O (4.1414, 1.1597, 1.1651)
C (2.5414, 1.7805, -0.4901)
C (1.8616, 2.7548, 0.4348)
N (0.7356, 2.1371, 1.1090)
C (1.0282, 1.1896, 2.1565)
C (0.9575, -0.2828, 1.7063)
N (-0.2590, -0.9490, 2.1376)
C (-0.2918, -1.2641, 3.5597)
C (-1.4523, -2.2471, 3.6784)
C (-1.3770, -3.0535, 2.3731)
C (-0.4445, -2.2347, 1.4675)
C (-0.5230, 2.3803, 0.6131)
O (-0.7158, 3.2278, -0.2455)
N (-1.5241, 1.6588, 1.1799)
C (-2.9035, 1.9167, 0.8288)
C (-3.7225, 2.2769, 2.0743)
C (-3.9312, 1.0697, 2.9836)
C (-4.6091, -0.0601, 2.2157)
C (-3.7588, -0.4579, 1.0139)
C (-3.5428, 0.7364, 0.0897)
C (2.0840, 1.5469, -1.7403)
C (2.7019, 0.5922, -2.6044)
C (2.2556, 0.3341, -3.9048)
H (1.0635, -2.3022, -7.0612)
H (1.9352, -2.9636, -5.6742)
H (0.5778, -1.8669, -5.4193)
H (3.2240, -1.1158, -6.7531)
H (1.8616, -0.0180, -6.4926)
H (4.5094, -1.9886, -4.8341)
H (5.3260, -1.5726, -2.5532)
H (5.0548, -0.3630, -0.4928)
H (2.5775, 3.1078, 1.1820)
H (1.4617, 3.5980, -0.1327)
H (0.3454, 1.3578, 2.9942)
H (2.0427, 1.4013, 2.4982)
H (1.8476, -0.8229, 2.0740)
H (0.9809, -0.3116, 0.6129)
H (-0.4444, -0.3636, 4.1559)
H (0.6510, -1.7369, 3.8834)
H (-1.3652, -2.8743, 4.5632)
H (-2.3941, -1.7027, 3.7349)
H (-2.3626, -3.1757, 1.9278)
H (-0.9623, -4.0456, 2.5463)
H (-0.8597, -2.0669, 0.4711)
H (0.5199, -2.7545, 1.3501)
H (-1.3107, 0.8034, 1.6733)
H (-2.8712, 2.7835, 0.1585)
H (-4.6938, 2.6582, 1.7525)
H (-3.2114, 3.0733, 2.6182)
H (-2.9665, 0.7261, 3.3625)
H (-4.5423, 1.3583, 3.8421)
H (-4.7602, -0.9226, 2.8699)
H (-5.5921, 0.2734, 1.8742)
H (-4.2465, -1.2650, 0.4614)
H (-2.7936, -0.8222, 1.3635)
H (-2.9041, 0.4519, -0.7490)
H (-4.5034, 1.0621, -0.3152)
H (1.2252, 2.0950, -2.1025)
H (1.3965, 0.8763, -4.2724)

Maximum force = 0.72 eV/Å
LUMO = 0.25 eV
E = -36567.317 eV
Spin multiplicity = 1
Structure (SMILES) = CCc1ccc2[nH]c(=O)c(CN(CCN3CCCC3)C(=O)NC3CCCCC3)cc2c1
Gap between HOMO and LUMO = 8.5 eV
Relative energy (zero: lowest compared OMol25 entry of this formula, charge and spin) = 0.0000 eV


Density functional theory data (ωB97M-V/def2-TZVPD) for a molecular structure, C25H37B2F8N12O6V2.

CARTESIAN COORDINATES (ANGSTROEM)
O (-0.4542, -1.9077, 0.3205)
V (-0.0516, -0.3881, 0.7329)
O (0.4008, 0.3313, -0.6105)
O (4.0325, 1.3326, 4.6016)
V (2.9637, 0.0804, 4.5522)
B (0.9995, -2.1964, 3.6549)
F (2.0948, -2.8214, 3.1012)
F (1.4483, -1.2661, 4.5675)
F (0.3723, -1.4399, 2.7227)
F (0.2057, -3.2159, 4.2061)
B (3.3654, -0.8628, 1.2907)
F (4.0878, -0.1455, 0.4041)
F (3.3840, -0.2834, 2.5765)
F (2.1187, -0.9768, 0.8796)
F (3.9195, -2.1610, 1.2041)
O (-0.2933, 2.8708, 3.4667)
C (0.3424, 1.7873, 3.2455)
O (0.0776, 1.1729, 2.1985)
O (1.2712, 1.3549, 3.9860)
H (-0.5166, 2.9420, 2.5358)
C (3.1857, -3.1431, -1.8535)
C (1.8384, -3.5182, -2.3173)
N (0.8251, -3.9320, -2.6559)
H (3.6040, -4.1172, -1.6001)
H (3.2150, -2.3616, -1.0942)
H (3.8318, -2.9300, -2.7051)
C (-3.0183, -2.8615, 2.6042)
C (-3.4761, -3.9516, 1.7660)
N (-3.8418, -4.8602, 1.1370)
H (-1.9291, -2.8568, 2.5623)
H (-3.3993, -3.1677, 3.5785)
H (-3.5809, -1.9641, 2.3470)
C (3.1196, 3.0083, -0.0049)
C (2.9143, 3.7757, 1.2250)
N (2.6685, 4.4240, 2.1377)
H (2.2010, 2.4949, -0.2891)
H (3.9933, 2.3640, 0.0931)
H (3.3706, 3.7378, -0.7749)
C (3.2972, -0.1386, -2.7707)
C (3.4431, 1.1263, -3.5731)
N (3.5387, 2.1393, -4.1795)
H (4.0982, -0.3113, -2.0519)
H (3.4993, -0.8404, -3.5799)
H (2.2837, -0.3203, -2.4133)
C (0.0477, 6.9086, 0.9154)
C (-0.4382, 5.4875, 1.0032)
N (-0.8082, 4.4072, 1.0667)
H (1.1083, 7.0687, 1.1096)
H (-0.5747, 7.6245, 1.4523)
H (-0.1837, 7.3406, -0.0582)
C (-1.2582, 2.0707, -4.4860)
C (-2.4496, 2.5845, -3.8245)
N (-3.4322, 2.9138, -3.3111)
H (-0.7037, 2.8112, -5.0624)
H (-1.5112, 1.2964, -5.2103)
H (-0.6455, 1.6934, -3.6672)
C (-0.5878, -6.0948, 0.4181)
C (0.6403, -5.3440, 0.6629)
N (1.6499, -4.8264, 0.9442)
H (-1.2197, -5.8726, 1.2780)
H (-0.3836, -7.1570, 0.2831)
H (-1.0933, -5.8188, -0.5073)
C (-1.1168, -0.7199, 6.3716)
C (-1.4191, 0.4587, 7.0946)
N (-1.6593, 1.4758, 7.5933)
H (-0.3797, -1.3163, 6.9092)
H (-1.0414, -0.6185, 5.2889)
H (-2.0793, -1.2014, 6.5448)
C (-1.4784, -2.0481, -4.9273)
C (-2.6405, -1.3220, -5.5561)
N (-3.4438, -0.7520, -6.0640)
H (-0.6102, -1.5736, -5.3846)
H (-1.4030, -3.0853, -5.2537)
H (-1.4585, -2.0538, -3.8375)
C (-3.5319, -4.2978, -1.7963)
C (-3.8690, -2.9182, -1.5620)
N (-4.1311, -1.8087, -1.3370)
H (-2.8205, -4.6165, -1.0344)
H (-3.0682, -4.4004, -2.7774)
H (-4.4306, -4.9076, -1.7038)
C (-3.8503, 2.2850, 0.6257)
C (-3.0405, 1.1191, 0.6914)
N (-2.3767, 0.2025, 0.7316)
H (-4.4941, 2.3173, 1.5046)
H (-4.3190, 2.2653, -0.3582)
H (-3.1689, 3.1357, 0.6369)
C (1.8159, 5.0184, -3.6321)
C (0.5579, 5.5704, -3.1382)
N (-0.4812, 5.9616, -2.7048)
H (2.5407, 5.3531, -2.8900)
H (2.1016, 5.4441, -4.5940)
H (1.6889, 3.9365, -3.6714)

Maximum force = 7.15 eV/Å
LUMO (alpha / beta) = -4.30 / -3.63 eV
E = -131166.612 eV
Spin multiplicity = 2
Gap between HOMO and LUMO (alpha / beta) = 6.6 / 7.3 eV
Relative energy (zero: lowest compared OMol25 entry of this formula, charge and spin) = 4.2002 eV


Density functional theory data (ωB97M-V/def2-TZVPD) for a molecular structure, C25H37ClGdIN2OPS2.

CARTESIAN COORDINATES (ANGSTROEM)
Gd (0.1732, 0.7225, -0.0802)
Cl (-6.9538, 1.2537, -2.1782)
C (-5.2025, 1.2070, -2.0978)
C (-4.4713, 1.5357, -3.1942)
C (-3.0612, 1.5232, -3.1471)
I (-1.9927, 2.0690, -4.8470)
C (-2.3529, 1.1900, -1.9994)
O (-1.0653, 1.2065, -1.9054)
C (-3.1521, 0.7911, -0.8601)
N (-2.4585, 0.3939, 0.2448)
C (-3.1170, 0.0787, 1.3288)
C (-4.5272, 0.1015, 1.3928)
C (-5.2396, 0.4562, 0.2905)
C (-4.5596, 0.8192, -0.8934)
H (-4.9779, 1.8122, -4.1089)
H (-2.5108, -0.1914, 2.1855)
H (-5.0210, -0.1669, 2.3174)
H (-6.3210, 0.4719, 0.3059)
C (1.8344, 1.1748, 4.3733)
C (0.9807, 1.4460, 3.1370)
S (0.0972, 0.0316, 2.5565)
C (0.9938, 2.6691, 2.5482)
C (1.8379, 3.8034, 3.0917)
S (0.1285, 3.1123, 1.0691)
H (1.7556, 0.1280, 4.6585)
H (1.5057, 1.7781, 5.2261)
H (2.8928, 1.3954, 4.2036)
H (2.3302, 3.5561, 4.0320)
H (1.2195, 4.6903, 3.2562)
H (2.6049, 4.0905, 2.3659)
C (2.5545, 1.3800, -3.2758)
C (3.5003, 0.1899, -3.0506)
C (4.7552, 0.7852, -2.3869)
C (3.9078, -0.3902, -4.4122)
P (2.6936, -1.0136, -1.8298)
N (2.0972, -0.3003, -0.5862)
C (1.4107, -2.0178, -2.8181)
C (0.4184, -2.6358, -1.8156)
C (0.5676, -1.0760, -3.6998)
C (1.9527, -3.1201, -3.7355)
C (4.0170, -2.2265, -1.2028)
C (5.0343, -2.7958, -2.1963)
C (3.2713, -3.3953, -0.5303)
C (4.7757, -1.5431, -0.0455)
H (3.1240, 2.1991, -3.7278)
H (2.1606, 1.7498, -2.3334)
H (1.7197, 1.1541, -3.9349)
H (5.0781, 1.6470, -2.9807)
H (5.5860, 0.0834, -2.3569)
H (4.5485, 1.1315, -1.3731)
H (4.4632, 0.3766, -4.9665)
H (3.0545, -0.6693, -5.0276)
H (4.5596, -1.2569, -4.3271)
H (0.1515, -1.9177, -1.0457)
H (0.8154, -3.5059, -1.2954)
H (-0.4883, -2.9386, -2.3472)
H (0.1709, -0.2086, -3.1770)
H (-0.3008, -1.6362, -4.0652)
H (1.1093, -0.7254, -4.5778)
H (2.4312, -3.9354, -3.1972)
H (2.6579, -2.7362, -4.4724)
H (1.1111, -3.5494, -4.2919)
H (4.5772, -3.2855, -3.0542)
H (5.6429, -3.5488, -1.6794)
H (5.7212, -2.0342, -2.5645)
H (2.8133, -4.0785, -1.2432)
H (2.5039, -3.0299, 0.1544)
H (3.9954, -3.9731, 0.0540)
H (5.5524, -0.8636, -0.3877)
H (5.2621, -2.3206, 0.5545)
H (4.0853, -0.9903, 0.5932)

Net charge = -1
Maximum force = 1.06 eV/Å
LUMO (alpha / beta) = 2.25 / 2.17 eV
E = -103975.403 eV
Spin multiplicity = 8
Gap between HOMO and LUMO (alpha / beta) = 6.1 / 6.0 eV
Relative energy (zero: lowest compared OMol25 entry of this formula, charge and spin) = 0.0000 eV


Density functional theory data (ωB97M-V/def2-TZVPD) for a molecular structure, C25H37FN7O6RbS.

CARTESIAN COORDINATES (ANGSTROEM)
Rb (0.4073, 2.0471, 0.9972)
N (1.1414, 0.4959, 3.7809)
C (1.0575, -0.8263, 3.1399)
C (0.3548, -0.7214, 1.7721)
O (-0.7633, -0.1519, 1.8022)
O (0.9589, -1.1254, 0.7561)
H (1.2321, 0.3693, 4.7827)
H (0.2486, 0.9730, 3.6609)
H (0.4806, -1.5546, 3.7290)
H (2.0632, -1.2179, 2.9858)
C (3.6296, -2.4407, -3.9521)
C (3.5293, -2.0378, -2.4904)
N (2.4616, -1.0778, -2.2445)
C (2.7827, 0.2362, -2.0367)
C (1.9035, 1.2315, -1.7835)
C (2.4156, 2.6440, -1.4317)
O (2.4846, 3.4689, -2.3490)
O (2.6690, 2.7750, -0.2113)
C (0.4984, 0.9145, -1.8041)
O (-0.3990, 1.7209, -1.5397)
C (0.1581, -0.5006, -2.0090)
C (-1.1849, -0.8563, -1.8586)
C (-1.5018, -2.1758, -1.8626)
F (-2.8023, -2.5805, -1.7201)
C (-0.5313, -3.1766, -1.9970)
C (0.7786, -2.8317, -2.2016)
C (1.1451, -1.4713, -2.1902)
N (-0.9036, -4.5601, -1.8500)
C (-1.7176, -5.0916, -2.9205)
C (-1.7490, -6.6027, -2.8165)
N (-2.2739, -6.9738, -1.4473)
C (-1.4399, -6.3611, -0.3406)
C (-1.4519, -4.8636, -0.5402)
H (4.4362, -3.1606, -4.0977)
H (3.8317, -1.5696, -4.5747)
H (2.7024, -2.8948, -4.3031)
H (4.4537, -1.5710, -2.1528)
H (3.3849, -2.9030, -1.8396)
H (3.8478, 0.4337, -2.0335)
H (-1.9139, -0.0776, -1.6915)
H (1.5172, -3.6148, -2.2764)
H (-1.2843, -4.8148, -3.8814)
H (-2.7485, -4.6995, -2.9037)
H (-0.7495, -7.0305, -2.8751)
H (-2.4068, -7.0689, -3.5477)
H (-2.3180, -7.9869, -1.3468)
H (-3.2309, -6.6224, -1.3588)
H (-0.4420, -6.7814, -0.4542)
H (-1.8809, -6.6732, 0.6042)
H (-0.8387, -4.3890, 0.2266)
H (-2.4771, -4.4850, -0.4095)
N (-1.9427, 5.2633, 2.7232)
C (-2.7886, 4.2213, 2.4256)
C (-4.0749, 4.1403, 2.9857)
C (-4.8745, 3.0734, 2.6469)
C (-4.3925, 2.1078, 1.7678)
C (-3.1188, 2.2846, 1.2598)
N (-2.3324, 3.3187, 1.5557)
H (-2.1502, 5.7459, 3.5822)
H (-0.9574, 5.0320, 2.6207)
H (-4.4113, 4.9052, 3.6732)
H (-5.8672, 2.9900, 3.0728)
H (-4.9716, 1.2408, 1.4858)
H (-2.6935, 1.5517, 0.5817)
C (2.2603, 5.9038, 1.7881)
S (2.2023, 4.3014, 2.5577)
C (2.9258, 4.6729, 4.1539)
O (0.7346, 4.0613, 2.8580)
H (3.3004, 6.1804, 1.6165)
H (1.7558, 6.6339, 2.4218)
H (1.7426, 5.8110, 0.8295)
H (3.9670, 4.9700, 4.0325)
H (2.8768, 3.7550, 4.7349)
H (2.3552, 5.4598, 4.6464)
N (0.3313, 5.3299, -1.0253)
H (-0.3570, 4.6838, -0.6489)
H (1.0534, 4.7613, -1.4711)
H (-0.1381, 5.8327, -1.7690)

Maximum force = 0.64 eV/Å
LUMO = -1.46 eV
E = -63449.083 eV
Spin multiplicity = 1
Gap between HOMO and LUMO = 5.3 eV
Relative energy (zero: lowest compared OMol25 entry of this formula, charge and spin) = 1.3894 eV


Density functional theory data (ωB97M-V/def2-TZVPD) for a molecular structure, C25H37KN10O2S2Se2.

CARTESIAN COORDINATES (ANGSTROEM)
K (-0.5029, 0.6917, 0.0491)
N (-2.1022, -3.9362, 1.6991)
C (-2.0498, -2.5472, 1.6293)
S (-2.9181, -1.7834, 0.3686)
N (-1.3715, -1.9986, 2.6178)
N (-1.1412, -0.6547, 2.4645)
C (-1.2135, 0.0918, 3.4941)
C (-1.7169, -0.3345, 4.8289)
C (-1.0588, 0.0675, 5.9903)
C (-1.5110, -0.3377, 7.2392)
C (-2.6382, -1.1414, 7.3407)
C (-3.3090, -1.5339, 6.1887)
C (-2.8521, -1.1380, 4.9404)
C (-0.7420, 1.4971, 3.3061)
C (-1.4111, 2.5699, 3.8789)
C (-0.9430, 3.8569, 3.6297)
C (0.1596, 4.0234, 2.8182)
C (0.7658, 2.8874, 2.2883)
N (0.3460, 1.6530, 2.5404)
H (-2.3187, -4.3414, 0.8041)
H (-1.2919, -4.3422, 2.1503)
H (-0.1857, 0.7047, 5.9075)
H (-0.9838, -0.0225, 8.1328)
H (-2.9953, -1.4587, 8.3142)
H (-4.1922, -2.1582, 6.2610)
H (-3.3671, -1.4466, 4.0397)
H (-2.2870, 2.3980, 4.4909)
H (-1.4616, 4.7151, 4.0396)
H (0.5264, 5.0025, 2.5456)
H (1.6385, 2.9726, 1.6513)
O (3.6722, 3.3535, -2.9546)
C (2.6705, 4.1260, -3.6283)
C (1.2572, 3.6124, -3.2983)
C (0.3670, 4.5277, -4.1740)
O (-1.0269, 4.4260, -4.0715)
C (1.2332, 2.1329, -3.7619)
Se (-0.4642, 1.2379, -4.2856)
C (1.1084, 3.7778, -1.7624)
Se (-0.6396, 3.6199, -0.8461)
H (4.5253, 3.7206, -3.1816)
H (2.8285, 4.0655, -4.7141)
H (2.7462, 5.1783, -3.3215)
H (0.6850, 4.3554, -5.2205)
H (0.6136, 5.5720, -3.9313)
H (-1.2490, 3.4741, -4.0332)
H (1.7058, 1.5309, -2.9854)
H (1.8715, 2.0535, -4.6436)
H (1.5242, 4.7492, -1.4799)
H (1.7722, 3.0289, -1.3270)
C (1.3816, -1.9305, 4.2979)
N (2.2211, -1.0641, 3.4953)
C (2.3916, -1.1868, 2.1619)
N (1.5139, -1.9842, 1.5403)
S (3.6607, -0.4043, 1.3793)
H (1.3533, -1.5402, 5.3140)
H (1.7634, -2.9582, 4.3242)
H (0.3528, -1.9531, 3.9254)
H (2.9478, -0.5385, 3.9381)
H (0.6020, -2.1462, 1.9656)
H (1.5159, -1.9653, 0.5296)
C (0.5287, -1.9859, -5.9578)
C (-0.3661, -3.1734, -5.6307)
C (0.4488, -4.4529, -5.4577)
C (-1.2638, -2.8831, -4.4232)
N (-0.5392, -2.7373, -3.1711)
C (-0.2435, -1.6182, -2.5048)
N (0.3601, -1.9618, -1.3894)
N (0.4176, -3.3140, -1.3846)
N (-0.1304, -3.7951, -2.4423)
H (1.1374, -2.1984, -6.8428)
H (1.2046, -1.7608, -5.1284)
H (-0.0371, -1.0690, -6.1331)
H (-1.0656, -3.3292, -6.4603)
H (1.1812, -4.3432, -4.6562)
H (0.9901, -4.6771, -6.3807)
H (-0.1828, -5.3093, -5.2071)
H (-1.9960, -3.6769, -4.2796)
H (-1.7935, -1.9421, -4.5694)
H (-0.4268, -0.5996, -2.8809)

Net charge = -2
Maximum force = 0.54 eV/Å
LUMO = 3.93 eV
E = -214211.410 eV
Spin multiplicity = 1
Gap between HOMO and LUMO = 4.6 eV
Relative energy (zero: lowest compared OMol25 entry of this formula, charge and spin) = 1.1001 eV